No. 1
# C27H39ClNO9S2

A cluster of 3 separate species, C27H39ClNO9S2 in total at a distorted geometry (ωB97M-V/def2-TZVPD, OMol25).

Geometry as XYZ:
```
79
Properties=species:S:1:pos:R:3
C -4.47140 1.64922 -3.02228
O -5.72237 0.87073 -2.73744
C -5.21550 -0.38300 -2.15250
C -6.34825 -1.32340 -1.43423
C -5.93391 -2.89465 -1.23444
C -4.32779 -3.18725 -1.09725
C -3.73152 -2.91456 0.44157
C -2.22980 -3.61866 0.44633
C -1.17611 -2.94116 1.50440
C -0.77325 -1.38202 1.15079
C 0.14589 -1.22485 -0.20248
C 1.77558 -1.27462 0.08100
C 2.62795 -1.95647 -1.14281
S 4.40132 -2.15944 -0.56498
O 4.71678 -1.21715 0.65926
O 4.53203 -3.62089 0.00668
N 5.61216 -1.83669 -1.78174
S 6.16611 -3.29205 -2.57276
O 4.88090 -4.08623 -3.01736
O 7.05086 -4.18797 -1.62559
C 7.16309 -2.99660 -4.14592
C 6.74405 -4.20722 -5.22114
C 7.88974 -4.32033 -6.41914
Cl 9.17591 -5.63119 -5.96944
H -4.20631 2.21836 -2.03479
H -3.61899 0.83015 -3.17161
H -4.55555 2.32137 -3.97639
H -4.70682 -1.05333 -2.99727
H -4.42035 -0.10042 -1.31708
H -6.74885 -0.84502 -0.42130
H -7.29402 -1.31883 -2.16270
H -6.41493 -3.53587 -2.09633
H -6.42329 -3.24690 -0.20392
H -4.19167 -4.36270 -1.25644
H -3.65666 -2.68211 -1.91797
H -3.72624 -1.78158 0.73396
H -4.42695 -3.54912 1.16071
H -1.79790 -3.56562 -0.66175
H -2.39861 -4.73833 0.80732
H -0.15258 -3.55410 1.46216
H -1.54914 -3.05233 2.62476
H -0.21255 -0.83490 2.04494
H -1.79026 -0.80563 0.96854
H -0.17865 -2.08986 -0.93333
H -0.09265 -0.14153 -0.64312
H 2.00717 -1.85106 1.07318
H 2.11880 -0.14847 0.18243
H 2.55308 -1.38194 -2.17290
H 2.18175 -3.04563 -1.32340
H 7.01085 -1.91844 -4.60738
H 8.32307 -3.18244 -3.93370
H 5.66291 -4.00237 -5.62364
H 6.74264 -5.25797 -4.68101
H 8.45507 -3.28394 -6.57232
H 7.42849 -4.68017 -7.44239
C 0.62829 4.17552 0.28772
C -0.26817 3.63891 -0.54578
C -1.62839 3.29279 -0.08837
O -2.44890 2.79976 -0.85006
C -1.95989 3.56399 1.32456
C -1.06343 4.10060 2.15806
C 0.29679 4.44672 1.70064
O 1.11730 4.93975 2.46234
H 1.63043 4.43458 -0.03141
H -0.04060 3.43460 -1.58515
H -2.96204 3.30493 1.64369
H -1.29100 4.30491 3.19743
C 0.88712 6.66744 6.10413
C -0.00935 6.13083 5.27063
C -1.36956 5.78471 5.72804
O -2.19008 5.29168 4.96634
C -1.70107 6.05591 7.14097
C -0.80460 6.59253 7.97447
C 0.55561 6.93864 7.51705
O 1.37613 7.43167 8.27875
H 1.88926 6.92651 5.78500
H 0.21823 5.92652 4.23126
H -2.70321 5.79685 7.46010
H -1.03218 6.79683 9.01384
```

Values from the calculation:
HOMO-LUMO gap: 4.78 eV
LUMO: -0.61 eV
energy above the lowest of the compared OMol25 structures with the same formula, charge and spin: 1016.52 kJ/mol
charge: -1
multiplicity: 1
E_HOMO: -5.39 eV

=====

No. 2
# C27H40AlB2BeCl4F27LiNO14PS2

A structure of composition C27H40AlB2BeCl4F27LiNO14PS2 at a distorted geometry (ωB97M-V/def2-TZVPD, OMol25).

Geometry as XYZ:
```
121
Properties=species:S:1:pos:R:3
C 2.20705 -1.21220 4.97510
C 1.79055 0.34905 4.66409
C 3.17757 1.12628 4.19407
O 4.26389 1.17374 5.00423
O 3.32754 1.77196 2.85700
C 3.63192 0.72671 1.83291
C 2.76504 1.20753 0.47828
C 2.58681 -0.06695 -0.57947
C 4.11181 -0.35108 -1.10846
C 4.64137 -1.91531 -0.83547
C 4.59236 -2.35430 0.74297
O 5.70438 -1.71369 1.50093
C 4.94847 -3.98870 0.76999
F 6.09829 -4.21830 -0.14151
F 5.41311 -4.37612 2.15381
F 3.77615 -4.77972 0.30968
O 4.36430 -0.09157 -2.52946
C 3.69604 1.12233 -3.01859
B 4.64299 2.45150 -2.61878
O 6.10059 2.16399 -2.49751
O 4.12723 3.82109 -2.44139
C 5.16958 4.59665 -1.69015
C 2.12446 1.28719 -2.60571
C 1.28058 1.62125 -3.95344
O 1.42302 0.69569 -5.08470
C 1.02745 1.30133 -6.36529
F -0.27048 2.01496 -6.34697
F 2.12112 2.14062 -6.96239
F 0.84646 0.14793 -7.32462
N 1.55965 0.16756 -1.70984
C 0.23882 0.74412 -1.17784
C -0.46729 -0.20497 -0.02356
C -2.11086 0.08856 0.07939
C -2.96537 -1.29351 -0.13714
C -4.62164 -1.06838 -0.05606
F -5.36924 -1.96216 -0.98643
F -4.81672 0.31924 -0.62770
C -5.20392 -0.99865 1.46506
F -4.31118 -0.26091 2.42609
F -6.46204 -0.16447 1.40020
S -5.66819 -2.60842 2.26833
F -6.71078 -1.72070 3.34426
F -4.40480 -2.35988 3.44510
F -4.59147 -3.55874 1.34291
F -7.01506 -2.89692 1.25218
F -6.08978 -4.03390 3.13316
C 1.37569 -1.13698 -2.48298
C -0.07489 -1.39574 -3.18274
F 1.65103 -2.38141 -1.73715
H 3.29721 -1.38385 4.53535
H 2.23359 -1.48124 6.12004
H 1.51770 -1.99966 4.42428
H 1.26900 0.88968 5.58339
H 1.01007 0.34105 3.76281
H 3.21458 -0.28857 2.25144
H 4.78727 0.73501 1.63532
H 1.73316 1.53861 0.97977
H 3.19927 2.17267 -0.01427
H 2.22017 -0.91243 0.18287
H 4.94144 0.30248 -0.54630
H 4.17769 -2.69060 -1.58362
H 5.80167 -1.86947 -1.11812
H 3.54878 -2.25850 1.26034
H 6.56335 -1.76509 0.95857
H 3.82185 1.07551 -4.20684
H 6.28711 1.51344 -1.75909
H 4.73145 5.61980 -1.25920
H 5.55997 4.01056 -0.73471
H 6.03327 4.79303 -2.47741
H 2.07076 2.29345 -1.96145
H 1.72300 2.65929 -4.35325
H 0.13620 1.82596 -3.82201
H -0.57644 0.94739 -1.98496
H 0.37529 1.82363 -0.68276
H -0.34959 -1.35408 -0.26625
H 0.00489 -0.05069 1.05606
H -2.33373 0.94006 -0.69240
H -2.25357 0.58081 1.15683
H -2.71315 -1.84141 -1.15890
H -2.62264 -2.03890 0.71892
H 2.15292 -1.14774 -3.39198
H -0.86615 -1.73017 -2.35418
H -0.01911 -2.29964 -3.94386
H -0.53531 -0.48635 -3.75690
F 2.38998 -6.23972 4.77426
P 1.48486 -5.31284 5.63949
F 0.49007 -5.81406 6.72914
F 2.64779 -5.76448 6.57432
F 0.25837 -5.88322 4.86546
F 1.61710 -4.23515 4.52121
F 1.50639 -3.93797 6.37388
Be 5.98494 -6.02788 1.27814
O -3.34587 -6.57899 0.65532
S -4.51508 -6.73872 1.53906
O -5.68341 -6.07436 0.93320
O -4.22758 -6.12817 2.84975
O -4.80338 -8.17349 1.71772
C -7.86799 2.29211 -0.29018
C -7.68646 2.15787 -1.76734
O -8.06815 3.42860 -2.25894
C -7.90484 4.31594 -1.23443
O -7.97875 5.52750 -1.35426
O -7.64720 3.67084 -0.05930
H -7.15428 1.68544 0.27392
H -8.88349 2.03809 0.03123
H -6.64400 1.96966 -2.04510
H -8.31547 1.37184 -2.19416
Li 3.21651 3.65493 -0.15735
B 7.41654 2.46602 1.01210
F 8.17713 2.04623 2.17780
F 6.57408 3.59728 1.36478
F 8.33105 2.85506 -0.04905
F 6.58373 1.36561 0.55485
Cl -0.38349 -0.71980 -5.56667
Al 7.11651 5.58546 1.59123
C -11.08724 6.71611 -1.46545
Cl -12.44178 5.62891 -1.11490
Cl -11.36998 7.59468 -2.97796
Cl -10.83555 7.84828 -0.12600
H -10.18292 6.11325 -1.58130
F -10.54178 7.30946 -5.18640
```

Values from the calculation:
HOMO-LUMO gap: 0.78 eV
LUMO: -8.47 eV
charge: +1
multiplicity: 1
E_HOMO: -9.24 eV

=====

No. 3
# C27H40Cl5N6O5PRuS

A structure of composition C27H40Cl5N6O5PRuS (ωB97M-V/def2-TZVPD, OMol25).

Geometry as XYZ:
```
86
Properties=species:S:1:pos:R:3
Ru 0.30727 -0.03388 -0.79340
C -3.25954 -0.98699 -0.46747
N -2.48485 -2.22684 -0.45676
C -2.99137 -3.32112 -1.28097
C -1.36165 -2.32966 0.27002
N -0.64430 -1.20381 0.54223
C -0.18590 -1.00770 1.87351
C -0.83983 -1.48630 3.00166
C -0.37655 -1.13825 4.26008
C 0.71291 -0.28541 4.39435
C 1.35125 0.21538 3.27163
C 0.91199 -0.16386 2.00911
N 1.43306 0.34170 0.79005
C 2.73910 0.75894 0.74266
N 3.05472 1.85619 0.05498
C 4.34941 2.02315 -0.60324
C 2.07226 2.87487 -0.28674
N 3.69714 0.06935 1.37709
C 4.84936 0.71879 1.99697
C 3.57768 -1.35592 1.65875
N -0.95575 -3.52907 0.70485
C -1.88456 -4.55499 1.17386
C 0.44878 -3.80724 0.98215
H -3.95606 -1.02794 -1.30185
H -2.61950 -0.11570 -0.58137
H -3.83220 -0.88344 0.45558
H -3.23669 -2.92294 -2.26549
H -3.88957 -3.77295 -0.85853
H -2.22541 -4.08266 -1.39493
H -1.72170 -2.10819 2.90234
H -0.88194 -1.51447 5.13917
H 1.05637 0.00539 5.37780
H 2.17716 0.90778 3.38049
H 4.87051 1.07100 -0.65471
H 4.97135 2.75830 -0.09249
H 4.15972 2.36561 -1.61916
H 1.21449 2.81032 0.37240
H 1.77014 2.76905 -1.33215
H 2.53596 3.85374 -0.15935
H 4.68998 1.79134 2.05790
H 5.77266 0.51630 1.45346
H 4.94974 0.32525 3.00916
H 2.84081 -1.79997 1.00038
H 3.30646 -1.52673 2.70230
H 4.54322 -1.81988 1.45847
H -2.89909 -4.17051 1.19782
H -1.59683 -4.83138 2.18973
H -1.84501 -5.44596 0.54698
H 1.07617 -3.13743 0.40316
H 0.65412 -4.83182 0.67349
H 0.66657 -3.70425 2.04724
Cl -0.50960 -1.39813 -2.84375
C -1.27239 -0.34276 -4.00518
C -1.63784 -0.90043 -5.20010
C -2.26195 -0.09052 -6.15458
C -2.51720 1.24551 -5.90177
C -2.14475 1.80023 -4.69057
Cl -2.48466 3.44797 -4.40219
C -1.48266 1.02584 -3.68946
S -0.97144 1.74704 -2.24968
H -1.44222 -1.94327 -5.40570
H -2.55145 -0.52037 -7.10400
H -3.00371 1.86463 -6.64184
Cl 5.01848 -1.69657 -1.81953
C 3.72936 -1.12128 -2.89506
Cl 3.28200 -2.38550 -4.04650
Cl 4.26835 0.31099 -3.75833
C 2.49165 -0.84773 -2.01634
O 2.02518 -1.76084 -1.32335
O 1.96876 0.31274 -2.05274
C -4.28623 2.16963 0.67764
O -3.07126 2.92140 0.74877
P -1.64396 2.20532 1.02638
O -0.78617 3.54288 1.29899
C -0.86372 4.70494 0.45597
O -1.75846 1.60653 2.49890
C -2.11896 2.41445 3.64243
H -5.09551 2.83607 0.96359
H -4.26637 1.32068 1.36405
H -4.45460 1.82169 -0.34304
H -0.19570 5.44488 0.88726
H -1.87929 5.09081 0.43222
H -0.53948 4.46749 -0.56044
H -2.52895 1.73500 4.38403
H -2.86004 3.16463 3.36964
H -1.22727 2.90088 4.03109
```

Values from the calculation:
HOMO-LUMO gap (spin up / spin down): 7.30 / 4.83 eV
LUMO (spin up / spin down): -5.62 / -8.32 eV
energy above the lowest of the compared OMol25 structures with the same formula, charge and spin: 97.81 kJ/mol
charge: +2
multiplicity: 5
E_HOMO (spin up / spin down): -12.92 / -13.15 eV